{"formula": "C3H6O2S2", "method": "ωB97M-V/def2-TZVPD", "orbital_gap_ev": [8.302, 8.302], "e_above_lowest_kj_mol": 368.9, "energy_ha": -1064.64513, "homo_ev": [-8.177, -8.176], "total_charge": 0, "species": ["C", "C", "C", "O", "O", "S", "S", "H", "H", "H", "H", "H", "H"], "positions_angstrom": [[0.39787, -0.39707, -0.16391], [-0.02209, -2.00308, 1.40370], [-0.75018, 1.29286, -1.17448], [1.59509, -0.28207, -0.04053], [-0.57265, -1.11214, 0.42685], [0.17944, 1.57818, -2.69970], [-1.00845, 2.45594, 0.07919], [-0.58816, -3.06571, 1.46342], [-0.06821, -1.44910, 2.39728], [0.99299, -2.16911, 1.13585], [-1.67659, 0.82018, -1.54339], [1.33363, 1.85703, -1.91926], [0.18731, 2.47410, 0.63498]], "forces_ev_per_a": [[-1.19, 3.65, -1.15], [-1.49, -1.70, 2.12], [1.50, -3.62, -0.62], [-2.50, -0.99, -0.07], [1.42, 0.05, -0.75], [1.46, 0.71, 2.11], [-0.95, 0.62, 0.23], [1.04, 2.82, -0.32], [0.01, -1.02, -1.10], [0.85, -0.41, 0.08], [0.25, 0.23, 0.79], [-1.07, -0.27, -1.34], [0.69, -0.07, 0.02]], "nbo_charge": [0.834, -0.285, -0.622, -0.588, -0.509, 0.007, 0.062, 0.206, 0.197, 0.202, 0.231, 0.142, 0.123]}